[1]
Here is a molecular structure, C14H29N2O7P2Ta at a distorted geometry from OMol25. Energies are from ωB97M-V/def2-TZVPD.

The spin multiplicity is 1. The LUMO energy comes out at -8.3 eV. Its gap between HOMO and LUMO is 7.2581 eV. For the relative energy (zero: lowest compared OMol25 entry of this formula, charge and spin), the calculation gives 4.791 eV. Its HOMO energy is -0.5726 Eh. The charge is +2.

Geometry as XYZ:
```
55
Properties=species:S:1:pos:R:3:mulliken_charge:R:1
Ta 0.47 0.13 -0.28 2.536
C -1.76 1.53 1.28 -0.322
C -0.88 2.03 0.24 1.712
C -1.38 1.46 -1.03 0.877
C -2.57 0.71 -0.70 0.489
C -2.76 0.75 0.70 0.965
C -3.91 0.14 1.43 -1.636
C -3.51 0.11 -1.68 -1.936
C -1.20 2.17 -2.36 -1.943
C -0.33 3.43 0.36 -2.396
C -1.70 1.92 2.72 -1.682
H -4.71 0.86 1.53 0.404
H -3.63 -0.16 2.44 0.351
H -4.31 -0.72 0.90 0.424
H -4.40 0.74 -1.74 0.436
H -3.85 -0.87 -1.37 0.535
H -3.09 0.07 -2.68 0.385
H -1.83 3.06 -2.38 0.440
H -1.50 1.54 -3.19 0.471
H -0.16 2.46 -2.52 0.314
H -1.14 4.09 0.65 0.407
H 0.06 3.78 -0.59 0.486
H 0.45 3.50 1.11 0.508
H -2.54 2.58 2.94 0.425
H -0.78 2.45 2.95 0.383
H -1.79 1.06 3.39 0.353
O 2.19 -1.78 0.34 -0.331
P 2.88 -0.40 0.93 0.790
O 3.85 -0.64 1.97 -0.695
O 1.58 0.39 1.21 -0.442
O 3.46 0.21 -0.43 -0.167
P 2.75 1.05 -1.60 0.772
O 2.10 2.27 -0.76 -0.354
O 3.61 1.43 -2.68 -0.668
O 1.45 0.24 -1.84 -0.646
H 2.86 -2.48 0.41 0.317
H 2.67 3.04 -0.80 0.346
N -0.57 -1.28 1.46 -0.645
C -1.49 -2.45 1.35 -0.511
C -0.85 -3.67 0.68 -0.549
C -1.10 -3.80 -0.83 -0.832
C -0.23 -2.93 -1.73 -0.636
N -0.65 -1.50 -1.73 -0.549
H 0.27 -1.62 1.94 0.477
H -1.01 -0.64 2.12 0.054
H -2.38 -2.14 0.81 0.065
H -1.79 -2.74 2.36 0.605
H -1.28 -4.56 1.14 0.316
H 0.22 -3.69 0.89 0.312
H -2.15 -3.63 -1.05 0.314
H -0.89 -4.84 -1.10 0.410
H -0.31 -3.32 -2.75 0.474
H 0.82 -2.98 -1.43 0.297
H -1.68 -1.51 -1.79 0.071
H -0.33 -1.12 -2.63 0.417
```

=====

[2]
Here is a single C5H7NO molecule from OMol25. Energies are from ωB97M-V/def2-TZVPD.

The spin multiplicity is 1. The LUMO energy comes out at 0.6 eV. Its gap between HOMO and LUMO is 9.0126 eV. For the relative energy (zero: lowest compared OMol25 entry of this formula, charge and spin), the calculation gives 4.901 eV. Its HOMO energy is -0.3075 Eh.

Geometry as XYZ:
```
14
Properties=species:S:1:pos:R:3:nbo_charge:R:1
N 2.32 -0.26 -1.00 -0.836
C 1.28 -0.08 -0.08 0.408
O 0.82 -1.17 0.61 -0.550
C -0.16 -1.05 -0.50 0.163
C -1.40 -0.46 0.17 -0.518
C -0.86 0.86 0.70 -0.443
C 0.41 0.95 -0.13 -0.131
H 2.90 -1.03 -0.68 0.378
H 1.78 -0.66 -1.77 0.395
H -1.78 -1.18 0.91 0.225
H -2.17 -0.31 -0.59 0.215
H -0.61 0.83 1.77 0.235
H -1.52 1.72 0.53 0.224
H 0.59 1.73 -0.87 0.234
```

=====

[3]
Here is a molecular structure, C17H18Cl4O5S4TcTe at a distorted geometry from OMol25. Energies are from ωB97M-V/def2-TZVPD.

The spin multiplicity is 2. The LUMO energy (alpha / beta) comes out at -1.9 / -1.9 eV. Its gap between HOMO and LUMO (alpha / beta) is 5.8939 / 5.9019 eV. For the relative energy (zero: lowest compared OMol25 entry of this formula, charge and spin), the calculation gives 0.000 eV. Its HOMO energy (alpha / beta) is -0.2849 / -0.2881 Eh.

Geometry as XYZ:
```
50
Properties=species:S:1:pos:R:3:nbo_charge:R:1
Tc -0.42 0.48 -0.69 0.895
Cl 0.67 -4.33 3.94 0.063
C 0.63 -3.41 2.50 -0.074
C 1.23 -3.94 1.31 -0.093
Cl 1.99 -5.48 1.37 0.061
C 1.19 -3.25 0.13 -0.095
Cl 1.87 -3.85 -1.32 0.059
C 0.54 -1.99 0.08 0.236
O 0.45 -1.30 -0.96 -0.513
C -0.05 -1.44 1.29 0.346
O -0.61 -0.31 1.19 -0.590
C 0.01 -2.19 2.49 -0.138
Cl -0.75 -1.53 3.88 0.055
Te -2.93 -0.36 -1.35 0.135
C -2.67 -2.32 -0.62 -0.500
C -2.78 -2.77 0.66 -0.295
C -2.45 -4.15 0.81 -0.257
C -2.08 -4.72 -0.37 -0.426
S -2.15 -3.59 -1.66 0.457
H -3.08 -2.13 1.49 0.236
H -2.48 -4.69 1.75 0.229
H -1.79 -5.75 -0.55 0.243
C -2.02 2.53 1.03 -0.263
O -1.39 2.38 -0.25 -0.730
H -2.41 3.54 1.13 0.189
H -1.31 2.33 1.84 0.194
H -2.83 1.81 1.07 0.212
H -0.71 3.09 -0.34 0.518
C 2.12 5.70 2.31 -0.259
O 2.13 4.28 2.16 -0.498
C 1.56 3.74 1.08 -0.012
S 0.91 4.60 -0.17 -0.200
S 1.70 2.03 1.21 0.724
H 2.61 5.89 3.27 0.203
H 1.10 6.08 2.31 0.200
H 2.68 6.17 1.50 0.202
O 1.26 1.49 -0.21 -0.901
S 0.06 1.21 -2.93 0.417
C -1.35 1.99 -3.80 -0.514
C -1.82 0.99 -4.85 -0.419
C -0.60 0.18 -5.29 -0.412
C 0.09 -0.27 -4.01 -0.514
H -0.97 2.91 -4.26 0.226
H -2.11 2.25 -3.07 0.237
H -2.30 1.50 -5.69 0.223
H -2.56 0.32 -4.40 0.227
H 0.07 0.80 -5.88 0.206
H -0.89 -0.69 -5.89 0.229
H 1.12 -0.57 -4.14 0.241
H -0.46 -1.07 -3.50 0.240
```

=====

[4]
Here is a molecular structure, C38H35ClN2Si2W at a distorted geometry from OMol25. Energies are from ωB97M-V/def2-TZVPD.

The spin multiplicity is 3. The LUMO energy (alpha / beta) comes out at -6.2 / -6.9 eV. Its gap between HOMO and LUMO (alpha / beta) is 5.7401 / 6.3800 eV. For the relative energy (zero: lowest compared OMol25 entry of this formula, charge and spin), the calculation gives 5.557 eV. Its HOMO energy (alpha / beta) is -0.4388 / -0.4871 Eh. The charge is +2.

Geometry as XYZ:
```
79
Properties=species:S:1:pos:R:3:mulliken_charge:R:1
C 1.82 -0.18 0.13 -0.416
C 1.63 -1.59 0.23 -0.960
C 1.48 -2.11 -1.10 -0.133
H 1.71 -2.20 1.13 0.598
C 1.48 -1.00 -2.02 -0.778
C 1.71 0.20 -1.24 -0.993
H 1.95 1.17 -1.65 0.814
H 2.13 0.48 0.93 0.434
H 1.53 -3.14 -1.35 0.817
H 1.44 -1.06 -3.10 0.525
W -0.23 -0.82 -0.66 0.437
Si -4.02 -4.07 -0.97 -0.456
C -3.42 -4.25 0.78 0.664
C -4.02 -5.14 1.70 -0.634
H -5.03 -5.49 1.53 0.442
C -3.26 -5.63 2.77 -0.449
H -3.69 -6.37 3.45 0.421
C -1.92 -5.23 2.93 -0.805
H -1.29 -5.72 3.68 0.418
C -1.41 -4.17 2.16 -0.071
H -0.38 -3.81 2.32 0.404
C -2.24 -3.60 1.20 0.124
H -1.94 -2.68 0.70 0.194
C -2.57 -3.67 -2.05 0.117
C -1.19 -3.99 -1.65 2.184
H -0.83 -4.03 -0.61 0.984
C -0.16 -3.92 -2.80 -1.214
H 0.88 -4.26 -2.63 0.723
C -0.45 -3.04 -3.87 -1.178
H 0.35 -2.86 -4.60 0.657
C -1.66 -2.38 -3.92 -0.511
H -1.79 -1.54 -4.61 0.589
C -2.73 -2.78 -3.12 -1.237
H -3.73 -2.35 -3.30 0.419
H -0.87 -2.23 -1.16 -0.053
Si -0.84 -5.63 -2.27 -0.217
C -1.23 -6.57 -3.88 0.730
C -0.88 -7.90 -4.21 -0.597
H -0.42 -8.56 -3.46 0.364
C -1.09 -8.36 -5.53 -0.546
H -0.81 -9.38 -5.78 0.410
C -1.63 -7.51 -6.50 -0.542
H -1.73 -7.84 -7.53 0.399
C -2.08 -6.24 -6.14 -0.915
H -2.52 -5.56 -6.86 0.444
C -1.96 -5.81 -4.81 -0.062
H -2.39 -4.86 -4.50 0.392
C -1.28 -7.02 -0.95 0.537
C -0.44 -7.89 -0.23 -0.384
H 0.64 -7.84 -0.37 0.436
C -0.98 -8.85 0.63 -0.554
H -0.32 -9.53 1.17 0.423
C -2.36 -8.94 0.82 -0.504
H -2.79 -9.64 1.54 0.439
C -3.21 -8.12 0.08 -0.905
H -4.29 -8.15 0.22 0.440
C -2.67 -7.22 -0.84 -0.467
H -3.36 -6.68 -1.48 0.716
H -4.93 -3.04 -1.03 -0.142
Cl -2.72 -0.86 -0.62 -0.276
N -0.80 1.08 -1.60 -0.469
C -1.25 2.08 -0.65 0.852
C -1.81 3.28 -1.06 -0.590
C -2.23 4.19 -0.06 -0.800
C -2.08 3.91 1.28 -0.870
C -1.49 2.69 1.71 0.261
C -1.24 2.34 3.05 -0.545
C -0.64 1.13 3.33 -0.979
C -0.31 0.24 2.31 -0.057
N -0.56 0.53 1.01 -0.324
C -1.11 1.76 0.69 0.066
H -1.54 0.85 -2.26 0.540
H -0.06 1.46 -2.20 0.489
H -1.92 3.51 -2.12 0.521
H -2.69 5.14 -0.37 0.403
H -2.39 4.63 2.05 0.419
H -1.51 3.05 3.83 0.476
H -0.40 0.84 4.35 0.413
H 0.17 -0.71 2.52 0.503
```

=====

[5]
Here is 2 unconnected molecules or ions with the total composition C7H12S at a distorted geometry from OMol25. Energies are from ωB97M-V/def2-TZVPD.

The spin multiplicity is 1. The LUMO energy comes out at -0.4 eV. Its gap between HOMO and LUMO is 8.2162 eV. For the relative energy (zero: lowest compared OMol25 entry of this formula, charge and spin), the calculation gives 6.322 eV. Its HOMO energy is -0.3174 Eh.

Geometry as XYZ:
```
20
Properties=species:S:1:pos:R:3:nbo_charge:R:1
C -1.25 -1.82 -0.14 -0.603
C -0.35 -0.80 -0.90 -0.476
C 0.00 0.23 0.17 0.058
C -1.09 1.29 0.17 -0.520
C -0.66 2.04 -1.13 -0.239
C 1.11 0.50 0.98 -0.265
C 2.26 -0.42 1.09 -0.640
H -0.84 -2.10 0.77 0.209
H -2.13 -1.25 0.00 0.202
H -1.79 -2.70 -0.64 0.220
H -0.63 -0.30 -1.91 0.253
H 0.58 -1.39 -1.13 0.213
H -0.98 1.98 1.00 0.231
H -2.12 1.03 0.13 0.227
H 0.50 2.20 -1.04 0.194
H 1.16 1.32 1.70 0.212
H 2.63 -0.09 2.31 0.231
H 3.35 -0.42 0.00 0.225
H 1.61 -1.56 1.14 0.226
S -1.37 2.25 -2.59 0.041
```

=====

[6]
Here is a molecular structure, C21H21F6N10O4RuS3 at a distorted geometry from OMol25. Energies are from ωB97M-V/def2-TZVPD.

The spin multiplicity is 2. The LUMO energy (alpha / beta) comes out at -7.7 / -8.5 eV. Its gap between HOMO and LUMO (alpha / beta) is 5.4341 / 4.5926 eV. For the relative energy (zero: lowest compared OMol25 entry of this formula, charge and spin), the calculation gives 1.485 eV. Its HOMO energy (alpha / beta) is -0.4823 / -0.4823 Eh. The charge is +2.

Geometry as XYZ:
```
66
Properties=species:S:1:pos:R:3:nbo_charge:R:1
Ru 0.24 -1.07 0.54 0.949
C -2.61 -3.04 3.05 -0.709
C -1.70 -2.64 1.94 0.346
N -0.87 -1.62 2.10 -0.188
N -0.47 -1.30 3.36 -0.405
C 0.50 -0.39 3.53 0.343
N 0.95 -0.09 4.73 -0.716
S 1.09 0.46 2.15 0.108
C -1.60 -3.30 0.67 0.110
C -2.32 -4.43 0.28 -0.158
C -2.06 -5.01 -0.94 -0.117
C -1.10 -4.46 -1.78 -0.176
C -0.45 -3.31 -1.37 0.087
N -0.69 -2.75 -0.18 -0.417
H -2.87 -2.17 3.66 0.254
H -2.17 -3.81 3.68 0.273
H -3.54 -3.45 2.65 0.277
H -0.79 -1.89 4.12 0.423
H 0.70 -0.61 5.56 0.427
H 1.74 0.54 4.81 0.449
H -3.07 -4.83 0.94 0.249
H -2.60 -5.89 -1.25 0.262
H -0.87 -4.90 -2.73 0.265
H 0.28 -2.82 -2.00 0.249
F 4.88 -1.92 -2.05 -0.269
C 3.73 -1.32 -2.20 0.786
F 3.89 -0.05 -2.52 -0.278
F 3.01 -1.93 -3.14 -0.298
S 2.69 -1.39 -0.65 2.191
O 1.43 -0.78 -1.18 -0.895
O 3.25 -0.63 0.42 -0.894
N 2.47 -2.91 -0.36 -1.195
S 2.54 -3.38 1.16 2.218
O 2.33 -4.78 1.28 -0.853
O 1.65 -2.53 1.96 -0.962
C 4.28 -2.99 1.79 0.775
F 4.77 -4.07 2.37 -0.275
F 5.06 -2.64 0.79 -0.291
F 4.22 -2.01 2.69 -0.292
C -1.52 2.31 1.27 -0.673
C -1.70 1.64 -0.04 0.432
N -1.33 0.40 -0.33 -0.464
C -1.67 0.15 -1.63 -0.082
C -2.27 1.25 -2.14 -0.051
N -2.29 2.18 -1.13 -0.321
C -2.81 3.54 -1.27 -0.042
N -1.77 4.51 -1.14 -0.243
N -1.65 5.24 0.00 -0.029
N -0.62 5.97 -0.06 -0.176
C 0.01 5.77 -1.26 0.020
C 1.18 6.32 -1.80 -0.156
C 1.58 5.86 -3.03 -0.217
C 0.84 4.90 -3.74 -0.168
C -0.32 4.35 -3.23 -0.276
C -0.72 4.80 -1.97 0.154
H -1.75 1.60 2.06 0.229
H -2.16 3.19 1.37 0.270
H -0.49 2.63 1.40 0.259
H -1.47 -0.80 -2.11 0.223
H -2.70 1.43 -3.11 0.248
H -3.54 3.75 -0.50 0.251
H -3.28 3.62 -2.25 0.236
H 1.73 7.08 -1.27 0.243
H 2.49 6.24 -3.48 0.235
H 1.18 4.58 -4.71 0.230
H -0.86 3.58 -3.77 0.215
```

=====

> Which value of relative energy (zero: lowest compared OMol25 entry of this formula, charge and spin) does entry 6 give?

1.485 eV